Below is an isolated ion of composition C3H4N3 and charge +1 at a distorted geometry, with properties calculated with the ωB97M-V functional and the def2-TZVPD basis.

Atoms and positions in Å:
C  0.361  -0.737  0.087
C  -3.056  -0.495  -0.022
C  -1.187  1.127  -0.067
N  -2.191  0.261  0.091
N  -0.625  -1.488  -0.107
N  0.073  0.670  -0.076
H  1.294  -1.062  0.368
H  -1.345  2.150  -0.061
H  -0.478  -2.477  -0.066
H  0.896  1.273  -0.337

Summary:
Total charge: +1
ΔE to the lowest compared entry with this formula, charge and spin (eV): 0.879
Energy (eV): -7635.4272
Largest force on an atom (eV Å⁻¹): 4.202
Lowest unoccupied orbital energy (eV): -6.708
HOMO (Eh): -0.5659

---

Below is an isolated ion of composition C3H4N3 and charge +1 at a distorted geometry, with properties calculated with the ωB97M-V functional and the def2-TZVPD basis.

Atoms and positions in Å:
C  1.576  -0.429  -0.048
C  -0.723  0.772  0.076
C  -1.718  -0.009  -0.071
N  1.249  -1.573  -0.059
N  1.441  0.769  -0.058
N  0.276  1.488  -0.022
H  -2.039  -0.375  -0.983
H  -1.886  -0.561  0.821
H  1.517  -2.526  0.123
H  0.306  2.442  0.220

Summary:
Total charge: +1
ΔE to the lowest compared entry with this formula, charge and spin (eV): 2.227
Energy (eV): -7634.0791
Largest force on an atom (eV Å⁻¹): 4.745
Lowest unoccupied orbital energy (eV): -4.912
HOMO (Eh): -0.5419

---

Below is an isolated ion of composition C3H4N3 and charge +1 at a distorted geometry, with properties calculated with the ωB97M-V functional and the def2-TZVPD basis.

Atoms and positions in Å:
C  -1.586  0.347  0.019
N  -0.232  0.055  -0.035
C  0.524  -1.054  -0.204
C  2.092  -0.656  -0.135
N  1.926  0.523  0.240
N  0.652  0.920  0.278
H  -2.368  -0.364  -0.534
H  -1.836  1.290  -0.497
H  -1.834  0.411  1.087
H  2.663  -1.474  -0.220

Summary:
Total charge: +1
ΔE to the lowest compared entry with this formula, charge and spin (eV): 5.706
Energy (eV): -7630.6003
Structure (SMILES): C[N+]1=C=CN=N1
Largest force on an atom (eV Å⁻¹): 7.162
Lowest unoccupied orbital energy (spin up / spin down) (eV): -8.143 / -8.937
HOMO (spin up / spin down) (Eh): -0.6106 / -0.6035

---

Below is an isolated ion of composition C3H4N3O2S and charge -1 at a distorted geometry, with properties calculated with the ωB97M-V functional and the def2-TZVPD basis.

Atoms and positions in Å:
C  0.935  2.056  -1.682
S  0.781  1.253  -0.056
O  1.832  -0.109  -0.185
O  1.383  2.070  0.966
C  -0.970  0.967  0.010
N  -1.834  1.411  0.949
C  -2.963  0.852  0.543
N  -2.840  0.209  -0.658
N  -1.543  0.289  -0.972
H  0.277  1.360  -2.362
H  0.428  2.968  -1.582
H  1.921  2.338  -1.943
H  -3.834  0.717  1.109

Summary:
Total charge: -1
ΔE to the lowest compared entry with this formula, charge and spin (eV): 2.486
Energy (eV): -22575.0266
Structure (SMILES): C[S@@](=O)([O-])=C1N=CN=N1
Largest force on an atom (eV Å⁻¹): 7.759
Lowest unoccupied orbital energy (eV): 3.685
HOMO (Eh): -0.1939

---

Below is a single C3H4N4 molecule at a distorted geometry, with properties calculated with the ωB97M-V functional and the def2-TZVPD basis.

Atoms and positions in Å:
N  0.169  -0.995  -1.807
C  0.246  -0.415  -0.528
C  -0.746  -0.580  0.518
N  -0.861  0.363  1.384
C  -0.446  1.312  2.067
N  1.886  1.067  0.492
N  1.231  0.364  -0.130
H  -0.092  -0.354  -2.547
H  0.998  -1.509  -2.075
H  -1.339  -1.485  0.604
H  -1.046  2.231  2.022

Summary:
Total charge: 0
ΔE to the lowest compared entry with this formula, charge and spin (eV): 5.205
Energy (eV): -9131.6527
Largest force on an atom (eV Å⁻¹): 1.171
Lowest unoccupied orbital energy (eV): 0.511
HOMO (Eh): -0.2733

---

Below is C3H4N4 as an isolated structure at a distorted geometry, with properties calculated with the ωB97M-V functional and the def2-TZVPD basis.

Atoms and positions in Å:
N  2.032  -0.170  -0.499
C  0.782  -0.202  -0.038
C  0.209  0.837  0.633
N  -1.122  0.658  0.900
C  -2.126  0.116  0.536
N  -1.771  -1.121  -0.949
N  -0.692  -1.263  -1.271
H  2.645  0.631  -0.386
H  2.452  -0.991  -0.907
H  0.654  1.742  1.050
H  -3.063  -0.237  0.931

Summary:
Total charge: 0
ΔE to the lowest compared entry with this formula, charge and spin (eV): 5.168
Energy (eV): -9131.6900
Largest force on an atom (eV Å⁻¹): 1.581
Lowest unoccupied orbital energy (spin up / spin down) (eV): 0.625 / 0.625
HOMO (spin up / spin down) (Eh): -0.2760 / -0.2759

---

Below is a single C3H4N4 molecule at a distorted geometry, with properties calculated with the ωB97M-V functional and the def2-TZVPD basis.

Atoms and positions in Å:
C  -0.772  0.198  -0.142
C  -0.687  1.433  -0.624
C  1.690  -0.362  0.182
N  -0.170  -1.841  0.725
N  -1.879  -0.582  0.156
N  -1.455  -1.709  0.588
N  0.345  -0.726  0.277
H  0.127  2.171  -0.762
H  -1.638  1.889  -0.620
H  2.495  -1.150  0.483
H  1.944  0.680  -0.263

Summary:
Total charge: 0
ΔE to the lowest compared entry with this formula, charge and spin (eV): 5.483
Energy (eV): -9131.3744
Largest force on an atom (eV Å⁻¹): 5.203
Lowest unoccupied orbital energy (spin up / spin down) (eV): -0.975 / -1.430
HOMO (spin up / spin down) (Eh): -0.3155 / -0.3180

---

Below is a single C3H4N4 molecule at a distorted geometry, with properties calculated with the ωB97M-V functional and the def2-TZVPD basis.

Atoms and positions in Å:
N  -1.662  0.036  0.253
C  -0.336  -0.065  0.006
C  0.468  -1.246  -0.074
N  1.828  -1.066  -0.035
N  2.281  0.081  0.268
N  1.602  1.322  0.046
C  0.328  1.229  -0.053
H  -2.213  -0.778  0.262
H  -2.264  0.590  -0.371
H  0.102  -2.284  -0.024
H  -0.134  2.182  -0.275

Summary:
Total charge: 0
ΔE to the lowest compared entry with this formula, charge and spin (eV): 3.601
Energy (eV): -9133.2563
Structure (SMILES): Nc1cnnnc1
Largest force on an atom (eV Å⁻¹): 3.142
Lowest unoccupied orbital energy (eV): 0.315
HOMO (Eh): -0.3258

---

Below is a single C3H4N4 molecule at a distorted geometry, with properties calculated with the ωB97M-V functional and the def2-TZVPD basis.

Atoms and positions in Å:
C  -1.355  1.066  -0.115
C  1.764  0.310  0.070
C  0.570  -0.516  0.039
N  -1.810  -1.129  -0.063
N  -2.609  0.884  0.048
N  -2.843  -0.470  0.090
N  -0.743  -0.199  -0.078
H  2.130  0.326  1.023
H  1.403  1.220  -0.351
H  0.880  -1.515  -0.035
H  2.613  0.024  -0.627

Summary:
Total charge: 0
ΔE to the lowest compared entry with this formula, charge and spin (eV): 6.590
Energy (eV): -9130.2673
Largest force on an atom (eV Å⁻¹): 3.991
Lowest unoccupied orbital energy (spin up / spin down) (eV): -2.143 / -2.143
HOMO (spin up / spin down) (Eh): -0.3163 / -0.3164

---

Below is a single C3H4N4O molecule at a distorted geometry, with properties calculated with the ωB97M-V functional and the def2-TZVPD basis.

Atoms and positions in Å:
H  -0.102  1.570  2.737
N  0.510  0.678  2.471
C  0.302  0.309  1.219
C  1.106  -0.945  0.793
N  0.884  -1.526  -0.286
N  0.064  -0.794  -1.205
C  -0.531  0.306  -0.922
O  -1.462  0.898  -1.948
N  -0.426  0.906  0.161
H  1.553  -1.791  1.502
H  -0.608  -1.681  -1.758
H  -1.628  1.854  -1.425

Summary:
Total charge: 0
ΔE to the lowest compared entry with this formula, charge and spin (eV): 3.884
Energy (eV): -11180.0848
Structure (SMILES): [H]/N=c1/cn[nH]c(O)n1
Largest force on an atom (eV Å⁻¹): 8.943
Lowest unoccupied orbital energy (eV): 0.264
HOMO (Eh): -0.3482

---

Below is a single C3H4N4O molecule at a distorted geometry, with properties calculated with the ωB97M-V functional and the def2-TZVPD basis.

Atoms and positions in Å:
H  2.125  1.253  -0.440
N  1.293  1.765  -0.225
C  0.364  0.882  -0.005
N  -0.989  1.284  0.288
N  -1.945  0.476  0.084
O  -1.687  -0.906  -0.255
C  -0.418  -1.429  0.003
C  0.673  -0.602  0.075
N  2.087  -0.963  0.016
H  -0.415  -2.569  0.072
H  2.836  -0.430  0.580
H  2.112  -2.051  0.257

Summary:
Total charge: 0
ΔE to the lowest compared entry with this formula, charge and spin (eV): 4.378
Energy (eV): -11179.5909
Structure (SMILES): [H]/N=c1/nnocc1N
Largest force on an atom (eV Å⁻¹): 3.308
Lowest unoccupied orbital energy (eV): -0.338
HOMO (Eh): -0.3321

---

Below is a single C3H4N4O molecule at a distorted geometry, with properties calculated with the ωB97M-V functional and the def2-TZVPD basis.

Atoms and positions in Å:
H  2.149  -2.440  -0.006
N  1.472  -2.496  -0.764
C  0.698  -1.476  -0.716
N  -0.316  -1.236  -1.703
N  -0.998  -0.213  -1.387
C  -0.486  0.359  -0.198
C  -0.990  1.469  0.352
O  -0.386  2.017  1.433
N  0.674  -0.375  0.104
H  -1.951  1.944  0.058
H  -0.898  2.805  1.733
H  1.033  -0.359  1.092

Summary:
Total charge: 0
ΔE to the lowest compared entry with this formula, charge and spin (eV): 2.284
Energy (eV): -11181.6846
Structure (SMILES): [H]/N=C1N=N/C(=C/O)N/1
Largest force on an atom (eV Å⁻¹): 2.894
Lowest unoccupied orbital energy (eV): -0.458
HOMO (Eh): -0.3142

---

Below is a single C3H4N4O molecule at a distorted geometry, with properties calculated with the ωB97M-V functional and the def2-TZVPD basis.

Atoms and positions in Å:
H  -2.457  -1.729  0.273
N  -2.582  -0.774  0.273
C  -1.436  -0.205  -0.057
N  -1.334  1.209  -0.352
C  -0.265  1.711  -0.107
O  0.794  1.084  0.517
C  0.836  -0.183  0.064
N  1.982  -0.727  -0.165
N  -0.230  -0.913  -0.140
H  -0.048  2.762  -0.183
H  1.828  -1.722  -0.286
H  2.914  -0.510  0.164

Summary:
Total charge: 0
ΔE to the lowest compared entry with this formula, charge and spin (eV): 1.353
Energy (eV): -11182.6158
Structure (SMILES): [H]/N=c1/ncoc(N)n1
Largest force on an atom (eV Å⁻¹): 5.598
Lowest unoccupied orbital energy (eV): 0.499
HOMO (Eh): -0.3314

---

Below is a single C3H4N4O molecule at a distorted geometry, with properties calculated with the ωB97M-V functional and the def2-TZVPD basis.

Atoms and positions in Å:
C  2.710  0.115  -0.015
N  1.486  0.467  -0.111
N  0.503  -0.472  0.073
C  -0.809  -0.041  -0.002
C  -1.172  1.351  -0.029
N  -1.478  2.475  0.068
N  -1.736  -0.932  0.023
O  -3.010  -0.375  -0.079
H  2.996  -0.949  0.083
H  3.409  0.973  -0.181
H  0.658  -1.456  0.280
H  -3.558  -1.154  -0.111

Summary:
Total charge: 0
ΔE to the lowest compared entry with this formula, charge and spin (eV): 4.066
Energy (eV): -11179.9034
Structure (SMILES): C=NN/C(C#N)=N/O
Largest force on an atom (eV Å⁻¹): 2.812
Lowest unoccupied orbital energy (eV): 0.499
HOMO (Eh): -0.3286

---

Below is a 2-piece molecular cluster, C3H4N4O overall at a distorted geometry, with properties calculated with the ωB97M-V functional and the def2-TZVPD basis.

Atoms and positions in Å:
C  -0.719  1.264  -0.704
C  -0.612  1.437  0.639
N  -0.686  0.145  1.113
N  -0.840  -0.686  0.080
N  -0.848  -0.026  -1.030
H  -0.542  1.931  -1.497
H  -0.604  2.184  1.332
H  -0.810  -0.208  2.032
N  1.496  -2.027  -1.017
C  1.626  -1.207  -0.154
O  1.986  -0.403  0.576
H  0.554  -2.405  -1.370

Summary:
Total charge: 0
ΔE to the lowest compared entry with this formula, charge and spin (eV): 1.758
Energy (eV): -11182.2111
Structure (SMILES): c1c[nH]nn1.N=C=O
Largest force on an atom (eV Å⁻¹): 3.497
Lowest unoccupied orbital energy (eV): 0.776
HOMO (Eh): -0.3728

---

Below is a single C3H4N4O molecule at a distorted geometry, with properties calculated with the ωB97M-V functional and the def2-TZVPD basis.

Atoms and positions in Å:
H  -2.612  1.196  0.358
N  -2.742  0.161  0.454
C  -1.718  -0.509  0.059
N  -0.488  0.004  -0.377
C  0.142  1.210  -0.364
N  1.413  1.270  0.021
N  1.894  0.076  0.638
C  1.475  -1.024  0.157
O  0.366  -1.055  -0.573
H  -1.762  -1.560  0.107
H  -0.298  2.148  -0.632
H  1.814  -1.967  0.494

Summary:
Total charge: 0
ΔE to the lowest compared entry with this formula, charge and spin (eV): 4.750
Energy (eV): -11179.2195
Structure (SMILES): [H]/N=C\N1C=NN=CO1
Largest force on an atom (eV Å⁻¹): 3.873
Lowest unoccupied orbital energy (eV): -0.033
HOMO (Eh): -0.3368

---

Below is a single C3H4N4O molecule at a distorted geometry, with properties calculated with the ωB97M-V functional and the def2-TZVPD basis.

Atoms and positions in Å:
H  0.522  -2.201  -1.296
N  1.052  -1.194  -1.250
C  0.313  -0.455  -0.411
C  -0.992  -0.746  0.374
C  -1.539  0.485  0.660
N  -1.000  1.755  0.983
N  0.356  1.685  0.807
N  0.874  0.678  0.285
O  2.100  1.130  -0.413
H  -1.474  -1.630  0.204
H  -2.645  0.483  0.601
H  2.433  0.012  -0.544

Summary:
Total charge: 0
ΔE to the lowest compared entry with this formula, charge and spin (eV): 6.760
Energy (eV): -11177.2088
Structure (SMILES): [H]/N=c1\ccnnn1O
Largest force on an atom (eV Å⁻¹): 6.864
Lowest unoccupied orbital energy (eV): -0.792
HOMO (Eh): -0.3466

---

Below is C3H4N4O as an isolated structure at a distorted geometry, with properties calculated with the ωB97M-V functional and the def2-TZVPD basis.

Atoms and positions in Å:
C  0.531  -1.654  0.115
C  -0.123  -0.336  -0.255
C  0.900  0.704  -0.480
H  1.758  -1.908  -0.478
H  1.160  -1.388  1.239
H  -0.086  -2.551  0.225
H  -2.509  1.497  0.624
N  -1.265  -0.018  0.481
N  -1.689  1.208  0.352
N  -0.990  2.051  -0.536
N  0.120  1.797  -0.883
O  2.193  0.598  -0.404

Summary:
Total charge: 0
ΔE to the lowest compared entry with this formula, charge and spin (eV): 6.310
Energy (eV): -11177.6592
Largest force on an atom (eV Å⁻¹): 9.027
Lowest unoccupied orbital energy (eV): -0.565
HOMO (Eh): -0.3420

---

Below is a single C3H4N4O4 molecule at a distorted geometry, with properties calculated with the ωB97M-V functional and the def2-TZVPD basis.

Atoms and positions in Å:
O  -2.688  1.329  -0.223
N  -2.114  0.335  0.121
O  -2.561  -0.714  0.476
N  -0.720  0.444  0.171
C  -0.013  1.396  -0.591
C  1.080  0.844  -1.102
C  1.137  -0.603  -0.697
N  0.002  -0.732  0.204
N  0.399  -1.169  1.629
O  -0.301  -0.726  2.473
O  1.304  -1.932  1.656
H  -0.426  2.379  -0.683
H  1.826  1.311  -1.710
H  1.021  -1.276  -1.553
H  2.056  -0.886  -0.172

Summary:
Total charge: 0
ΔE to the lowest compared entry with this formula, charge and spin (eV): 1.858
Energy (eV): -17317.8431
Structure (SMILES): O=[N+]([O-])N1C=CCN1[N+](=O)[O-]
Largest force on an atom (eV Å⁻¹): 2.890
Lowest unoccupied orbital energy (eV): 0.289
HOMO (Eh): -0.3551

---

Below is a 2-piece molecular cluster, C3H4N4O4 overall at a distorted geometry, with properties calculated with the ωB97M-V functional and the def2-TZVPD basis.

Atoms and positions in Å:
N  -3.391  -1.209  -1.097
C  -2.465  -0.661  -0.714
C  -1.305  0.073  -0.289
N  -0.840  -0.459  0.852
C  -0.899  1.258  -0.852
N  0.357  1.739  -0.549
O  0.842  2.611  -1.283
O  0.965  1.192  0.381
H  -1.194  -1.266  1.204
H  0.182  -0.251  0.931
H  -1.287  1.683  -1.668
O  1.375  -2.260  -1.315
N  1.512  -1.269  -0.677
O  2.798  -0.710  -0.654
H  2.888  -0.147  0.117

Summary:
Total charge: 0
ΔE to the lowest compared entry with this formula, charge and spin (eV): 0.582
Energy (eV): -17319.1192
Structure (SMILES): N#C/C(N)=C/[N+](=O)[O-].O=NO
Largest force on an atom (eV Å⁻¹): 4.336
Lowest unoccupied orbital energy (eV): -1.264
HOMO (Eh): -0.3719